<A>
The following is a quantum chemistry calculation of a molecular structure, ClNO3, from the OMol25 dataset.

Summary:
- HOMO-LUMO gap (alpha / beta) (Eh) = 0.299 / 0.323
- HOMO energy (alpha / beta) (eV) = -9.84 / -10.23
- lowest unoccupied orbital energy (alpha / beta) (eV) = -1.718 / -1.433

Geometry (Å):
N  -0.7789  -0.7238  -0.9397
O  -1.6860  -0.0087  -0.7712
O  0.3415  -0.8429  -0.5983
O  0.5848  1.1602  1.6278
Cl  1.5386  0.4152  0.6813

=====

<B>
The following is a quantum chemistry calculation of 2 unconnected molecules or ions with the total composition ClNO3, from the OMol25 dataset.

Summary:
- HOMO-LUMO gap (alpha / beta) (Eh) = 0.361 / 0.270
- HOMO energy (alpha / beta) (eV) = -10.41 / -9.40
- lowest unoccupied orbital energy (alpha / beta) (eV) = -0.603 / -2.040

Geometry (Å):
N  -0.2971  0.4894  0.4876
O  -0.7568  -0.5383  0.7179
O  -0.2513  1.6334  0.6387
O  1.2132  -0.7670  -1.4261
Cl  0.4965  -2.0311  -0.8118

=====

Stability ranking, top entry: <B>; the second entry is 5.2 kcal/mol less favorable.

=====

<A>
The following is a quantum chemistry calculation of a molecular structure, C5H10O4, from the OMol25 dataset.

Summary:
- HOMO-LUMO gap (Eh) = 0.386
- HOMO energy (eV) = -10.02
- lowest unoccupied orbital energy (eV) = 0.474

Geometry (Å):
C  -4.0298  6.1736  -16.9749
C  -3.8535  4.7132  -17.5519
O  -2.9195  4.0773  -16.7204
C  -2.6514  4.7635  -15.7195
O  -1.9000  4.4790  -14.7543
O  -3.3034  5.9878  -15.8029
H  -5.0865  6.4103  -16.8511
H  -3.5784  6.8773  -17.6744
H  -3.4500  4.8078  -18.5600
H  -4.8087  4.2209  -17.7346
C  -3.7275  4.9541  -19.8257
C  -3.6012  3.4992  -19.9532
O  -3.8639  2.9100  -18.6705
H  -3.8575  5.3210  -20.8439
H  -2.8366  5.4897  -19.4975
H  -4.5750  5.3886  -19.2956
H  -2.7336  3.1183  -20.4921
H  -4.4681  3.2514  -20.5657
H  -3.0353  2.9258  -18.1859

=====

<B>
The following is a quantum chemistry calculation of 2 unconnected molecules or ions with the total composition C5H10O4, from the OMol25 dataset.

Summary:
- SMILES = CO[C@]1(O)C[C@H]1O.C=O
- HOMO-LUMO gap (Eh) = 0.334
- HOMO energy (eV) = -8.62
- lowest unoccupied orbital energy (eV) = 0.472

Geometry (Å):
C  1.9820  1.1445  -0.9827
O  0.8356  1.1377  -0.1229
C  -0.2413  0.3996  -0.5322
O  -0.0653  -0.6529  -1.3540
C  -1.5648  1.0543  -0.4817
C  -1.3969  0.0750  0.6716
O  -2.1989  -1.0530  0.5926
H  2.7223  1.7589  -0.4800
H  2.3719  0.1304  -1.1150
H  1.7149  1.5829  -1.9481
H  0.3790  -1.3843  -0.8216
H  -1.5647  2.1071  -0.2370
H  -2.2675  0.7609  -1.2517
H  -1.3507  0.5197  1.6585
H  -1.7268  -1.7534  0.1156
C  0.5479  -1.4177  1.5621
O  0.6990  -2.1802  0.6072
H  -0.0305  -1.7220  2.4490
H  1.1547  -0.5076  1.6704

=====

Stability ranking, top entry: <B>; the second entry is 50.4 kcal/mol less favorable.

=====

<A>
The following is a quantum chemistry calculation of 2 unconnected molecules or ions with the total composition C5H10O4, from the OMol25 dataset.

Summary:
- HOMO-LUMO gap (alpha / beta) (Eh) = 0.343 / 0.343
- HOMO energy (alpha / beta) (eV) = -8.74 / -8.74
- lowest unoccupied orbital energy (alpha / beta) (eV) = 0.602 / 0.602

Geometry (Å):
C  -1.9452  -1.1732  -0.4100
C  -3.0966  -0.3600  0.0319
O  -1.5266  -1.0399  -1.5834
O  -0.4894  -1.7517  -1.9924
H  -1.4961  -1.9004  0.2564
H  -3.8744  -1.0132  0.4355
H  -3.4864  0.2300  -0.7928
H  -2.7665  0.3018  0.8356
C  1.5497  0.2054  -0.7970
C  1.7934  1.3354  1.4747
C  0.9247  0.5372  0.5486
O  2.9609  0.1822  -0.7675
O  -0.2102  0.2190  0.8264
H  3.2420  -0.6939  -0.4626
H  1.2691  1.0275  -1.4724
H  1.1171  -0.7170  -1.2132
H  2.1669  2.2355  0.9469
H  1.2150  1.6240  2.3555
H  2.6526  0.7514  1.7797

=====

<B>
The following is a quantum chemistry calculation of 2 unconnected molecules or ions with the total composition C5H10O4, from the OMol25 dataset.

Summary:
- SMILES = CC(=O)CO.CC(=O)O
- HOMO-LUMO gap (Eh) = 0.411
- HOMO energy (eV) = -10.29
- lowest unoccupied orbital energy (eV) = 0.880

Geometry (Å):
C  1.8394  -0.1106  -1.7480
C  1.6260  0.1121  -0.2938
O  1.7270  1.1802  0.2908
C  1.4503  -1.1040  0.6135
O  1.0457  -0.6062  1.8726
H  2.5779  -0.8970  -1.9076
H  2.1442  0.8148  -2.2374
H  0.8937  -0.4348  -2.1823
H  0.7021  -1.7873  0.2123
H  2.4208  -1.6128  0.6999
H  1.2993  0.4044  1.7698
C  -3.0585  0.8640  0.0270
C  -1.6934  0.2800  0.2789
O  -0.8694  0.1146  -0.6044
O  -1.4729  0.0061  1.5436
H  -3.2936  0.8213  -1.0311
H  -3.0571  1.9009  0.3565
H  -3.8035  0.3260  0.6081
H  -0.4779  -0.2716  1.7319

=====

Stability ranking, top entry: <B>; the second entry is 121.3 kcal/mol less favorable.

=====

<A>
The following is a quantum chemistry calculation of 2 unconnected molecules or ions with the total composition HNO3P2, from the OMol25 dataset.

Summary:
- HOMO-LUMO gap (alpha / beta) (Eh) = 0.264 / 0.306
- HOMO energy (alpha / beta) (eV) = -9.03 / -9.27
- lowest unoccupied orbital energy (alpha / beta) (eV) = -1.859 / -0.952

Geometry (Å):
N  0.0415  -1.6024  -0.2274
O  0.1371  -2.4785  0.4880
O  -1.3804  -0.3133  0.6881
O  -1.1836  2.1556  0.7483
P  -0.6097  0.9157  0.2847
P  1.4392  0.5050  -0.2883
H  1.5559  0.8179  -1.6934

=====

<B>
The following is a quantum chemistry calculation of HNO3P2 in the gas phase, from the OMol25 dataset.

Summary:
- HOMO-LUMO gap (alpha / beta) (Eh) = 0.265 / 0.300
- HOMO energy (alpha / beta) (eV) = -10.11 / -10.19
- lowest unoccupied orbital energy (alpha / beta) (eV) = -2.888 / -2.032

Geometry (Å):
N  -0.6383  1.3648  0.1556
O  -1.7554  1.6261  0.1987
O  -1.2350  -1.0983  0.9683
O  -0.3816  -0.1273  -1.2975
P  -0.1681  -0.5025  0.1522
P  1.9021  -1.1580  0.3214
H  2.2764  -0.1049  -0.4986

=====

Stability ranking, top entry: <A>; the second entry is 8.1 kcal/mol less favorable.

=====

<A>
The following is a quantum chemistry calculation of C7H10O in the gas phase, from the OMol25 dataset.

Summary:
- SMILES = CCC1=C[C@@H](O)C=C1
- HOMO-LUMO gap (Eh) = 0.332
- HOMO energy (eV) = -8.43
- lowest unoccupied orbital energy (eV) = 0.606

Geometry (Å):
C  -2.9915  -0.4203  0.5629
C  -2.0915  0.0434  -0.6362
C  -0.5969  0.0674  -0.3167
C  0.3219  -0.9593  -0.1290
C  1.5752  -0.3907  0.3624
O  2.8899  -0.6435  -0.1163
C  1.3190  1.1908  0.2452
C  0.0669  1.3333  -0.1153
H  -3.8495  0.1626  0.5857
H  -3.2139  -1.3954  0.2062
H  -2.6078  -0.4361  1.6748
H  -2.4569  -0.5499  -1.4712
H  -2.3361  1.1669  -0.8206
H  0.0101  -2.0840  -0.1439
H  1.4423  -0.4969  1.4772
H  2.9791  -0.5562  -1.0761
H  1.9134  1.9925  0.7274
H  -0.6184  2.1564  -0.0700

=====

<B>
The following is a quantum chemistry calculation of C7H10O in the gas phase, from the OMol25 dataset.

Summary:
- SMILES = O=CC[C@H]1C[C@H]2C[C@@H]12
- HOMO-LUMO gap (Eh) = 0.350
- HOMO energy (eV) = -9.16
- lowest unoccupied orbital energy (eV) = 0.357

Geometry (Å):
O  -1.4770  1.0795  -2.1146
C  -1.0747  -0.0257  -1.3626
C  0.3712  -0.2856  -1.6531
C  0.9731  -0.3420  -0.1999
C  0.9090  0.9449  0.5682
C  0.6522  0.1593  1.9088
C  -0.7987  -0.5146  1.7978
C  0.6420  -1.1109  1.1020
H  -2.0017  -0.5448  -0.6001
H  0.5990  -1.2059  -2.1215
H  0.4952  0.5259  -2.2949
H  1.9997  -0.6608  -0.0616
H  -0.1187  1.4210  0.5137
H  1.6217  1.9044  0.2920
H  1.1960  0.2106  2.8677
H  -1.1908  -1.0902  2.8102
H  -1.3546  0.1842  1.2133
H  0.5256  -2.3321  1.3308

=====

<C>
The following is a quantum chemistry calculation of 2 unconnected molecules or ions with the total composition C7H10O, from the OMol25 dataset.

Summary:
- SMILES = Cc1ccccc1.O
- HOMO-LUMO gap (Eh) = 0.366
- HOMO energy (eV) = -9.12
- lowest unoccupied orbital energy (eV) = 0.849

Geometry (Å):
C  0.8036  0.2689  -2.0924
C  0.2346  0.4073  -0.7587
C  0.6261  1.3452  0.2307
C  -0.1648  1.5563  1.4088
C  -1.2687  0.7404  1.6425
C  -1.4710  -0.3222  0.7293
C  -0.7718  -0.5856  -0.4167
H  1.5841  1.0020  -2.2689
H  -0.0057  0.2570  -2.8460
H  1.2735  -0.8167  -2.2154
H  1.4869  1.9401  -0.0817
H  0.0105  2.2581  1.9267
H  -1.7533  0.8663  2.6022
H  -2.4084  -0.7736  0.8962
H  -1.0679  -1.3132  -1.2320
O  1.2004  -2.6194  0.7486
H  0.6973  -2.4693  1.5260
H  0.9946  -1.7417  0.2007

=====

<D>
The following is a quantum chemistry calculation of C7H10O in the gas phase, from the OMol25 dataset.

Summary:
- SMILES = C=CC(=C)CCC=O
- HOMO-LUMO gap (Eh) = 0.378
- HOMO energy (eV) = -9.49
- lowest unoccupied orbital energy (eV) = 0.809

Geometry (Å):
C  -2.2805  -0.5335  1.1381
C  -1.5119  -1.1480  0.2495
C  -0.0285  -0.9267  0.1626
C  0.8973  -1.4996  0.9247
C  0.3383  -0.1642  -1.1155
C  0.4680  1.3626  -0.9536
C  1.6218  1.8494  -0.1187
O  1.9383  3.0103  -0.0702
H  -3.3531  -0.4879  1.0886
H  -1.9166  -0.0627  2.0372
H  -1.7530  -1.6113  -0.7018
H  1.9596  -1.2787  0.8502
H  0.6110  -2.2156  1.6866
H  1.2732  -0.5323  -1.5904
H  -0.4318  -0.4140  -1.8371
H  -0.4707  1.6917  -0.4444
H  0.6032  1.8025  -1.9448
H  2.0355  1.1579  0.6389

=====

Stability ranking, top entry: <C>; the second entry is 5.2 kcal/mol less favorable.

=====

<A>
The following is a quantum chemistry calculation of C7H10O in the gas phase, from the OMol25 dataset.

Summary:
- SMILES = C1O[C@@H]2CC[C@H]3[C@@H]1[C@H]32
- HOMO-LUMO gap (Eh) = 0.357
- HOMO energy (eV) = -8.56
- lowest unoccupied orbital energy (eV) = 1.164

Geometry (Å):
C  1.3791  -0.4054  1.6220
O  0.6506  0.8181  1.7561
C  0.0735  0.8281  0.4974
C  -0.7507  1.5882  -0.6835
C  -0.6128  0.2667  -1.6398
C  -0.3971  -0.9998  -0.8011
C  0.5322  -1.2905  0.6939
C  -0.6752  -0.5383  0.5217
H  1.5347  -0.7248  2.6579
H  2.3920  -0.3136  1.1892
H  1.0350  0.7697  -0.1310
H  -1.8250  1.8241  -0.5047
H  -0.3287  2.5296  -1.0451
H  0.2404  0.3806  -2.3409
H  -1.4571  0.0796  -2.2973
H  -0.7257  -1.9441  -1.1741
H  0.6228  -2.3380  0.7302
H  -1.6879  -0.5302  0.9490

=====

<B>
The following is a quantum chemistry calculation of a molecular structure, C7H10O, from the OMol25 dataset.

Summary:
- HOMO-LUMO gap (Eh) = 0.306
- HOMO energy (eV) = -8.02
- lowest unoccupied orbital energy (eV) = 0.314

Geometry (Å):
C  -2.5632  -0.3257  0.0097
C  -1.0626  0.1847  0.1839
C  -0.8288  1.4398  0.0554
C  0.7251  1.5398  -0.1287
C  1.2600  0.3071  0.3190
C  2.4684  -0.1822  -0.0075
C  0.2287  -0.5736  0.6707
H  -2.8280  -0.9970  -0.8912
H  -3.1347  0.7935  -0.1023
H  -2.8452  -0.9565  0.8847
H  -1.3627  2.2743  -0.1892
H  1.4196  2.3222  -0.4735
H  3.1854  -0.2316  1.0498
H  2.4006  -1.3507  -0.4598
H  3.4594  0.1174  -0.9234
H  -0.1281  -1.1853  1.5070
H  -0.6025  -1.4322  -1.2528
O  0.2086  -1.7440  -0.2518

=====

Stability ranking, top entry: <A>; the second entry is 52.2 kcal/mol less favorable.